ORCA calculation (ωB97M-V/def2-TZVPD) on one molecule with the formula C5H9N3OS at a distorted geometry.

## Properties
DFT total energy = -22682.3498 eV
Multiplicity = 1
Net charge = 0
HOMO level = -8.8 eV
Kohn-Sham gap = 9.0327 eV
Relative energy (zero: lowest compared OMol25 entry of this formula, charge and spin) = 0.796 eV
M = 159.21 u

Geometry as XYZ:
```
19
Properties=species:S:1:pos:R:3:forces:R:3:mulliken_charge:R:1
C -3.99955 1.58231 -0.17198 -1.4 1.8 0.4 0.635
C -3.34892 -0.71563 -0.09108 0.8 -1.4 1.5 0.263
C -0.33504 1.30784 0.72817 -1.5 -1.8 3.5 -1.512
C 1.30382 -0.00028 -0.56639 -1.0 -4.0 1.4 -1.586
C 0.01678 -0.09604 0.29690 1.4 1.0 0.4 0.643
N -3.37901 0.60908 -0.45785 1.4 -1.3 -0.6 -0.230
N -2.10461 -1.31151 0.08290 -1.2 1.7 -0.8 -0.164
N -1.03603 -0.71908 -0.56218 2.9 -0.2 0.2 -0.307
O -4.55790 2.58732 0.04563 0.6 -0.9 -0.2 -0.432
S -4.64311 -1.59496 0.37096 -0.8 0.0 -0.1 -0.375
H -0.68048 1.86864 -0.05080 -0.5 1.7 -2.3 0.414
H -1.23876 1.23162 1.42368 1.0 0.2 -0.6 0.253
H 0.44970 1.78433 1.32158 0.0 0.0 -0.3 0.434
H 1.03951 0.53577 -1.40484 -0.3 0.6 -2.5 0.457
H 1.69701 -1.08276 -0.68221 -0.7 1.6 -0.7 0.338
H 2.11750 0.48327 -0.13931 1.1 1.1 1.4 0.459
H 0.31069 -0.65381 1.20123 -0.6 -0.3 -0.2 0.191
H -0.42159 -1.39888 -1.03886 -1.4 -0.1 -0.2 0.309
H -2.12061 -2.26828 0.41869 0.1 0.2 -0.2 0.211
```
Forces are in eV/Å.